{
  "formula": "C16H14ClIrN3O2S5Sb",
  "method": "ωB97M-V with the def2-TZVPD basis set",
  "species": ["Ir", "S", "Sb", "S", "S", "N", "C", "C", "C", "C", "C", "C", "S", "O", "O", "N", "C", "S", "C", "C", "N", "H", "H", "H", "H", "H", "H", "H", "H", "Cl", "C", "C", "C", "C", "C", "C", "C", "H", "H", "H", "H", "H", "H"],
  "coordinates": [[0.3596, -1.6893, 0.3234], [0.3901, -6.5090, -0.1553], [0.2313, -4.6401, -1.4790], [2.0365, -3.2013, -0.5128], [-1.4069, -3.2405, -0.2125], [-0.0482, 6.6385, 1.2501], [0.0238, 5.2658, 1.4054], [0.1264, 4.6925, 2.6762], [0.1476, 3.3176, 2.8325], [0.0638, 2.5011, 1.7205], [-0.0483, 3.0565, 0.4547], [-0.0721, 4.4250, 0.2925], [0.1629, 0.7201, 1.7715], [-1.0250, 0.2223, 1.0895], [1.4050, 0.3868, 1.0778], [0.1837, 0.3114, 3.3228], [0.2707, -0.9845, 3.5328], [0.1787, -1.5891, 5.1857], [0.3774, -3.2050, 4.5689], [0.4923, -3.1798, 3.2282], [0.4300, -1.9448, 2.6516], [0.3461, 7.1866, 1.9974], [0.1604, 6.9870, 0.3285], [0.1974, 5.3359, 3.5419], [0.2340, 2.8681, 3.8086], [-0.1053, 2.4004, -0.3994], [-0.1553, 4.8568, -0.6950], [0.3974, -4.0437, 5.2328], [0.6275, -4.0416, 2.5965], [-1.4788, -3.5058, -6.5254], [-0.9618, -2.6384, -5.1141], [-1.9109, -2.1683, -4.2133], [-1.5036, -1.4411, -3.1229], [-0.1370, -1.1649, -2.8759], [0.2583, -0.4032, -1.7483], [0.7987, -1.7027, -3.7909], [0.3914, -2.4037, -4.9046], [-2.9580, -2.3696, -4.3798], [-2.2352, -1.0752, -2.4185], [-0.4848, 0.2757, -1.3491], [1.2708, -0.0179, -1.7475], [1.8536, -1.5243, -3.6257], [1.1159, -2.7644, -5.6203]],
  "forces_ev_per_a": [[-0.38, 0.19, -1.85], [-0.07, 0.13, -0.61], [0.07, 0.02, 1.37], [-1.93, 1.18, 0.50], [1.97, 0.87, 0.11], [-0.03, 0.23, 0.02], [-0.08, -0.34, 0.09], [0.03, 0.06, -0.16], [0.03, -0.08, 0.04], [0.02, -0.56, 0.30], [0.01, -0.09, -0.06], [0.04, 0.01, 0.15], [0.12, 1.08, 1.82], [-0.13, -0.80, -0.69], [0.34, -0.55, -0.55], [-0.16, 2.07, -1.34], [0.05, -0.81, 0.77], [0.09, -0.09, -0.64], [0.00, 0.28, 0.06], [0.00, -0.69, 0.41], [-0.08, -0.22, -1.37], [0.00, 0.01, -0.10], [0.05, 0.03, 0.09], [-0.02, 0.04, 0.10], [0.01, -0.04, 0.13], [-0.02, -0.03, -0.18], [-0.02, 0.00, -0.10], [0.02, -0.24, 0.05], [-0.02, -0.11, -0.12], [-0.05, -0.15, -0.19], [0.20, 0.26, 0.30], [0.11, -0.19, -0.42], [0.75, 0.35, 0.29], [-0.61, -1.26, -1.75], [0.55, -1.01, 3.28], [-0.40, 0.60, 0.63], [-0.36, -0.24, -0.33], [-0.09, -0.04, -0.03], [-0.08, 0.01, 0.08], [-0.04, 0.15, -0.08], [0.03, 0.11, -0.04], [0.02, -0.03, 0.04], [0.02, -0.09, -0.02]],
  "total_charge": -1,
  "spin_multiplicity": 2,
  "e_homo_ev": [-4.4, -4.1],
  "energy_ev": -101461.80357,
  "s2": 0.769,
  "de_lowest_kj_mol": 173.4
}